C2H3NO6 | the ωB97M-V functional and the def2-TZVPD basis

Last columns: bonded neighbours and bond lengths (Å).
Geometry (Å):
1 C 2.567 3.889 5.319  C2 1.690, H5 1.089, H6 1.095, H7 1.095
2 C 4.134 4.522 5.318  C1 1.690, O3 1.238, O4 1.233
3 O 4.919 3.564 5.326  C2 1.238
4 O 4.141 5.755 5.327  C2 1.233
5 H 1.837 4.697 5.319  C1 1.089
6 H 2.453 3.283 4.415  C1 1.095
7 H 2.452 3.282 6.223  C1 1.095
8 N -1.573 -0.042 5.427  O9 1.241, O10 1.221
9 O -2.284 0.185 4.435  N8 1.241
10 O -0.541 -0.681 5.564  N8 1.221
11 O -1.166 1.918 6.025  O12 1.292
12 O -0.891 1.892 4.762  O11 1.292

Properties
DFT total energy   -15886.49368 eV
Kohn-Sham gap (spin up / spin down)   7.26 / 8.55 eV
Multiplicity   3
E_LUMO (spin up / spin down)   -3.430 / -2.683 eV
Energy above the lowest of the compared OMol25 structures with the same formula, charge and spin   81.80 kcal/mol
Charge   0

Löwdin atomic charge list, values in e, 6 entries: C 0.08; C -0.58; O 0.15; O 0.12; H 0.08; H 0.08